{
  "formula": "C20H20N2O5S",
  "method": "ωB97M-V with the def2-TZVPD basis set",
  "elements": ["C", "O", "C", "C", "C", "C", "C", "C", "N", "S", "O", "O", "C", "C", "C", "C", "O", "N", "C", "C", "C", "C", "C", "O", "C", "C", "C", "C", "H", "H", "H", "H", "H", "H", "H", "H", "H", "H", "H", "H", "H", "H", "H", "H", "H", "H", "H", "H"],
  "coordinates": [[3.3143, 1.0665, -6.2402], [2.3964, 0.7968, -5.2090], [2.6704, 1.2805, -3.9535], [3.8124, 1.9777, -3.5989], [3.9805, 2.4226, -2.2950], [3.0161, 2.1674, -1.3413], [1.8729, 1.4617, -1.6826], [1.6874, 1.0199, -2.9808], [0.5533, 0.2904, -3.3435], [-0.9643, 0.6717, -2.7284], [-1.8966, 0.1235, -3.6729], [-1.0574, 2.0637, -2.4112], [-1.0262, -0.2791, -1.2098], [-1.2328, 0.4156, -0.0364], [-1.3194, -0.2652, 1.1728], [-1.5087, 0.5228, 2.4301], [-0.9702, 1.5925, 2.6186], [-2.3426, -0.0556, 3.3276], [-2.6020, 0.5264, 4.6307], [-2.2726, -0.4332, 5.7247], [-3.0675, -1.2385, 6.4886], [-2.1976, -1.9633, 7.3393], [-0.9415, -1.5491, 7.0229], [-0.9768, -0.6280, 6.0487], [-1.1730, -1.6493, 1.1735], [-0.9570, -2.3306, -0.0102], [-0.8855, -1.6617, -1.2296], [-0.6479, -2.3981, -2.5040], [4.2879, 0.6071, -6.0410], [3.4428, 2.1425, -6.3922], [2.8852, 0.6247, -7.1384], [4.5760, 2.1899, -4.3305], [4.8731, 2.9713, -2.0361], [3.1442, 2.5140, -0.3281], [1.1138, 1.2629, -0.9449], [0.5228, 0.0750, -4.3301], [-1.3280, 1.4903, -0.0684], [-2.7957, -0.9275, 3.1063], [-3.6536, 0.8201, 4.7109], [-1.9658, 1.4141, 4.6928], [-4.1362, -1.3004, 6.4572], [-2.4732, -2.6867, 8.0784], [0.0214, -1.8221, 7.4064], [-1.1985, -2.1983, 2.1043], [-0.8387, -3.4043, 0.0077], [-1.3015, -2.0106, -3.2815], [0.3804, -2.2466, -2.8302], [-0.8208, -3.4635, -2.3728]],
  "charge": 0,
  "smiles": "COc1ccccc1NS(=O)(=O)c1cc(C(=O)NCc2ccco2)ccc1C",
  "homo_lumo_gap_ha": 0.323
}

***

{
  "formula": "C20H20N2O5S",
  "method": "ωB97M-V with the def2-TZVPD basis set",
  "elements": ["C", "H", "H", "H", "O", "C", "O", "C", "C", "C", "C", "C", "C", "H", "H", "H", "S", "O", "O", "N", "C", "C", "H", "H", "C", "C", "N", "C", "C", "C", "C", "C", "C", "O", "H", "H", "H", "H", "H", "C", "C", "H", "H", "H", "H", "H", "H", "H"],
  "coordinates": [[-8.0067, -1.0864, 0.2803], [-8.3866, -0.6202, 1.0484], [-7.9083, -2.0773, 0.2748], [-8.5260, -0.8170, -0.7403], [-6.6653, -0.8847, -0.0263], [-6.5059, 0.5154, 0.0768], [-7.4091, 1.3117, 0.1579], [-5.0177, 0.9324, -0.1592], [-4.0814, -0.0626, -0.0974], [-2.6555, 0.2163, -0.0666], [-2.3610, 1.7833, -0.1279], [-3.3714, 2.6771, -0.2859], [-4.5853, 2.0647, -0.2424], [-5.3547, 3.0928, -0.1191], [-2.9803, 3.6001, -0.3822], [-1.3214, 1.7894, -0.0567], [-1.4637, -1.2453, 0.0344], [-1.7320, -1.8502, 1.2925], [-1.5320, -1.7009, -1.3142], [-0.0673, -0.2161, 0.1423], [0.7267, -0.4857, 1.1138], [1.4235, -1.7033, 1.2776], [0.8084, -2.4977, 1.1708], [2.1189, -1.8621, 2.1721], [2.3811, -1.7120, -0.4038], [3.6615, -0.9728, -0.1056], [4.8055, -1.6032, -0.1109], [5.6166, -0.1291, -0.0544], [6.8767, -0.1554, 0.1205], [7.4618, 1.1358, 0.1758], [6.5771, 2.3808, 0.1165], [5.1602, 2.0935, 0.0098], [4.7515, 0.8638, 0.0616], [3.4227, 0.2292, -0.0291], [4.4885, 2.8958, 0.1883], [7.0249, 3.4653, 0.2786], [8.5198, 1.3557, -0.0394], [7.6165, -0.9482, 0.2273], [2.7694, -2.8510, -0.2401], [1.3859, -1.4504, -1.2876], [0.8019, -0.3532, -1.0485], [-0.1291, -0.0878, -1.7879], [1.2989, 0.5418, -1.1634], [0.7301, -2.5291, -1.4728], [2.0088, -1.4646, -2.3565], [0.2534, -0.5624, 2.0470], [1.5394, 0.2582, 1.3434], [-4.1691, -1.2746, 0.1078]],
  "charge": 0,
  "homo_lumo_gap_ha": 0.330
}

***

{
  "formula": "C20H20N4O4S",
  "method": "ωB97M-V with the def2-TZVPD basis set",
  "elements": ["C", "N", "C", "C", "O", "O", "C", "C", "C", "C", "C", "C", "N", "C", "N", "C", "N", "C", "C", "C", "C", "C", "C", "S", "C", "O", "O", "C", "C", "H", "H", "H", "H", "H", "H", "H", "H", "H", "H", "H", "H", "H", "H", "H", "H", "H", "H", "H", "H"],
  "coordinates": [[-4.3631, -6.3589, 2.9672], [-3.4897, -5.2665, 3.3136], [-3.6449, -4.6440, 4.7232], [-2.5953, -4.7260, 2.3931], [-2.7186, -4.9310, 1.1824], [-1.6901, -3.7858, 3.0213], [-1.2855, -2.6983, 2.2516], [-1.7791, -1.4491, 2.6120], [-1.2702, -0.3617, 1.8032], [-0.3778, -0.4393, 0.7061], [0.2974, 0.8116, 0.1514], [0.3511, 0.9386, -1.4170], [1.3308, 2.0769, -1.6989], [2.4710, 2.0890, -2.5699], [2.7175, 0.9011, -3.2055], [3.7232, 0.8881, -4.0860], [4.4088, 1.8974, -4.5901], [4.2072, 2.9990, -3.9124], [3.2712, 3.1749, -2.8368], [3.0891, 4.4489, -2.0991], [3.4306, 5.6615, -2.5830], [3.3802, 6.7974, -1.5859], [2.9051, 6.3464, -0.4250], [2.4745, 4.6164, -0.4176], [-1.1017, 1.3253, -1.9022], [-1.5434, 2.2864, -1.3947], [-1.7693, 0.6391, -2.8743], [-0.0305, -1.7629, 0.3568], [-0.4410, -2.8563, 1.1786], [-4.8894, -6.2676, 1.8984], [-3.9032, -7.3293, 3.0851], [-5.2956, -6.4015, 3.6330], [-3.4464, -3.6059, 4.8628], [-3.1028, -5.1734, 5.4596], [-4.6930, -4.6941, 4.9647], [-2.4571, -1.2773, 3.4633], [-1.6283, 0.6313, 2.1261], [-0.2358, 1.6817, 0.6500], [1.3195, 1.0106, 0.5432], [0.5397, 0.0228, -1.9087], [1.1425, 3.0749, -1.4416], [3.9620, 0.0720, -4.6718], [4.8622, 3.8502, -4.1496], [3.8317, 5.8028, -3.5802], [3.4871, 7.7842, -1.8233], [2.6001, 6.9802, 0.3748], [-2.6065, 1.1033, -3.0288], [0.6920, -2.0238, -0.4196], [-0.1363, -3.8594, 0.9005]],
  "charge": 0,
  "smiles": "CN(C)C(=O)Oc1ccc(C[C@H](Nc2ncncc2-c2cccs2)C(=O)O)cc1",
  "homo_lumo_gap_ha": 0.325
}

***

{
  "formula": "C20H20N4O5S",
  "method": "ωB97M-V with the def2-TZVPD basis set",
  "elements": ["O", "C", "C", "O", "C", "N", "C", "N", "C", "C", "C", "C", "C", "C", "N", "C", "C", "C", "C", "S", "O", "O", "N", "C", "C", "O", "C", "C", "C", "C", "H", "H", "H", "H", "H", "H", "H", "H", "H", "H", "H", "H", "H", "H", "H", "H", "H", "H", "H", "H"],
  "coordinates": [[-1.1988, -3.5668, -0.4004], [-1.7383, -2.5161, -0.1495], [-3.2560, -2.3685, -0.2554], [-3.7055, -1.1304, 0.2735], [-4.7596, -0.5491, -0.3185], [-5.3166, -1.1037, -1.3643], [-6.3559, -0.4592, -1.9200], [-6.8771, 0.6616, -1.5348], [-6.3275, 1.2616, -0.4520], [-6.8528, 2.4797, 0.0169], [-6.2992, 3.0848, 1.1133], [-5.2111, 2.5070, 1.7843], [-4.6761, 1.3228, 1.3518], [-5.2236, 0.6839, 0.2274], [-1.1159, -1.3676, 0.2249], [0.2404, -1.1313, 0.4355], [0.6246, 0.1662, 0.7859], [1.9546, 0.4596, 1.0094], [2.8998, -0.5420, 0.8886], [4.6135, -0.1206, 1.1591], [5.4044, -1.3185, 1.1901], [4.7098, 0.7920, 2.2593], [4.9234, 0.7668, -0.2458], [5.0482, -0.0766, -1.4171], [5.1656, 0.8242, -2.6496], [6.2497, 1.7130, -2.5373], [6.1324, 2.5182, -1.3867], [6.0614, 1.6608, -0.1235], [2.5343, -1.8298, 0.5474], [1.2043, -2.1321, 0.3164], [-3.5547, -2.4535, -1.3067], [-3.7219, -3.1955, 0.2920], [-6.7910, -0.9456, -2.7829], [-7.6915, 2.9068, -0.5089], [-6.7027, 4.0190, 1.4750], [-4.7982, 3.0035, 2.6496], [-3.8457, 0.8623, 1.8656], [-1.7290, -0.5795, 0.3984], [-0.1254, 0.9383, 0.8823], [2.2783, 1.4487, 1.2893], [4.1561, -0.7014, -1.4845], [5.9336, -0.7226, -1.3351], [5.3495, 0.2287, -3.5450], [4.2286, 1.3900, -2.7677], [7.0159, 3.1576, -1.3706], [5.2264, 3.1384, -1.4559], [5.9060, 2.2698, 0.7663], [6.9941, 1.0890, -0.0139], [3.3002, -2.5860, 0.4774], [0.9037, -3.1314, 0.0493]],
  "charge": 0,
  "smiles": "O=C(COc1ncnc2ccccc12)Nc1ccc(S(=O)(=O)N2CCOCC2)cc1",
  "homo_lumo_gap_ha": 0.331
}

***

{
  "formula": "C20H20N6O5Ti",
  "method": "ωB97M-V with the def2-TZVPD basis set",
  "elements": ["Ti", "O", "C", "C", "N", "C", "C", "O", "O", "C", "C", "O", "O", "H", "H", "H", "H", "H", "H", "H", "H", "H", "N", "C", "N", "C", "N", "N", "C", "C", "C", "C", "C", "C", "N", "C", "C", "C", "C", "C", "C", "H", "H", "H", "H", "H", "H", "H", "H", "H", "H", "H"],
  "coordinates": [[0.8959, -0.2576, -0.0172], [-0.1987, 0.9387, 1.6445], [-0.3955, 0.1448, 2.8354], [0.8927, -0.5633, 3.1624], [1.3337, -1.3542, 1.9847], [2.8147, -1.3854, 1.8901], [3.3096, -0.1312, 1.1698], [4.4475, 0.1019, 0.9397], [2.2604, 0.6364, 0.7602], [0.7198, -2.6955, 1.9122], [0.2503, -2.9619, 0.4959], [-0.4617, -3.8510, 0.1750], [0.6880, -1.9899, -0.3661], [0.2573, 1.7639, 1.8766], [-1.1939, -0.5575, 2.5965], [-0.7319, 0.7740, 3.6557], [0.7859, -1.1980, 4.0440], [1.6629, 0.1753, 3.3786], [3.1347, -2.2491, 1.3073], [3.3063, -1.4457, 2.8616], [-0.1519, -2.7510, 2.5616], [1.4014, -3.4861, 2.2275], [-3.6523, -0.7787, -0.1301], [-2.3690, -1.0811, -0.1373], [-1.4127, -0.2133, -0.3640], [-1.7633, 1.0987, -0.7086], [-0.8678, 1.9266, -1.1475], [0.3529, 1.2817, -1.2551], [1.2138, 1.7079, -2.0974], [2.3828, 0.8523, -2.3022], [3.4174, 1.1589, -3.1472], [4.4283, 0.2142, -3.3282], [4.3414, -0.9978, -2.6773], [3.2633, -1.2327, -1.8336], [2.3123, -0.3257, -1.6389], [-3.1537, 1.5079, -0.6212], [-3.5710, 2.8221, -0.8532], [-4.9094, 3.1345, -0.7861], [-5.8511, 2.1414, -0.4957], [-5.4585, 0.8383, -0.2726], [-4.1058, 0.5348, -0.3370], [-4.3281, -1.5170, 0.0102], [-2.1130, -2.1194, 0.0377], [1.0338, 2.6045, -2.6814], [3.4332, 2.1081, -3.6658], [5.2627, 0.4280, -3.9830], [5.0928, -1.7632, -2.8102], [3.1520, -2.1743, -1.3136], [-2.8304, 3.5745, -1.0870], [-5.2383, 4.1489, -0.9659], [-6.9019, 2.3951, -0.4491], [-6.1878, 0.0670, -0.0548]],
  "charge": 2,
  "homo_lumo_gap_ha": 0.259
}

***

{
  "formula": "C20H21AuBrN4O2S5Sb",
  "method": "ωB97M-V with the def2-TZVPD basis set",
  "elements": ["Au", "S", "Sb", "S", "S", "Br", "C", "C", "C", "C", "C", "N", "H", "H", "H", "H", "C", "C", "C", "C", "C", "C", "H", "H", "H", "H", "H", "H", "H", "H", "H", "N", "C", "C", "C", "C", "C", "C", "S", "O", "O", "N", "C", "S", "C", "C", "N", "H", "H", "H", "H", "H", "H", "H", "H"],
  "coordinates": [[-1.7198, -1.3047, 1.2039], [-2.2511, -1.3917, 6.1560], [-2.9138, -2.4707, 4.2157], [-3.6856, -0.7235, 2.7484], [-0.9243, -2.8486, 2.9021], [-4.2829, -1.9792, -1.3742], [-2.5654, -2.7556, -1.4422], [-2.0055, -3.0433, -2.6700], [-0.7704, -3.6720, -2.6892], [-0.2105, -4.0643, -1.4794], [-0.8663, -3.7531, -0.3095], [-2.0059, -3.0498, -0.2737], [-2.5212, -2.7627, -3.5762], [-0.2672, -3.8502, -3.6270], [0.7298, -4.5842, -1.4424], [-0.4818, -4.0537, 0.6564], [-2.8776, 3.5064, 0.3212], [-3.0949, 2.5277, -0.8418], [-2.3224, 2.9825, -2.0840], [-4.5919, 2.4116, -1.1467], [-2.6248, 1.2168, -0.4044], [-2.3304, 0.1119, -0.0231], [-3.2393, 4.5000, 0.0583], [-1.8208, 3.5731, 0.5694], [-3.4117, 3.1590, 1.2032], [-2.6067, 3.9994, -2.3530], [-2.5283, 2.3196, -2.9237], [-1.2511, 2.9674, -1.8972], [-5.0130, 3.3916, -1.3597], [-5.1168, 1.9861, -0.2936], [-4.7560, 1.7609, -2.0031], [6.7415, 0.3693, 1.5975], [5.6384, 0.0386, 0.8412], [4.7019, -0.8765, 1.3286], [3.5352, -1.1161, 0.6326], [3.2961, -0.4513, -0.5546], [4.2313, 0.4212, -1.0746], [5.4039, 0.6616, -0.3871], [1.7212, -0.6830, -1.3852], [1.5027, 0.4483, -2.2520], [1.7163, -1.9761, -2.0207], [0.6391, -0.7460, -0.1622], [0.5926, 0.2249, 0.6894], [1.5625, 1.7029, 0.6465], [0.7711, 2.2231, 2.1086], [-0.1276, 1.3029, 2.5191], [-0.1984, 0.1980, 1.7470], [6.9891, -0.2640, 2.3393], [7.5146, 0.8006, 1.1200], [4.8870, -1.3727, 2.2699], [2.7920, -1.8002, 1.0107], [4.0110, 0.9140, -2.0066], [6.1317, 1.3563, -0.7802], [1.0435, 3.1500, 2.5696], [-0.7687, 1.3676, 3.3824]],
  "charge": -1,
  "spin_multiplicity": 2,
  "homo_lumo_gap_ha": [0.234, 0.199]
}

***

{
  "formula": "C20H21Cl5MnN5",
  "method": "ωB97M-V with the def2-TZVPD basis set",
  "elements": ["Mn", "N", "C", "C", "N", "C", "C", "N", "H", "H", "H", "H", "H", "H", "H", "H", "H", "H", "H", "H", "H", "C", "C", "C", "C", "N", "C", "C", "C", "C", "C", "C", "N", "H", "H", "H", "H", "H", "H", "H", "H", "Cl", "C", "C", "C", "Cl", "C", "Cl", "C", "Cl", "C", "Cl"],
  "coordinates": [[-0.1749, 0.0756, 0.1187], [-0.1654, -0.6978, 2.3835], [0.1694, -2.1151, 2.6223], [1.0344, -2.6881, 1.4994], [0.5474, -2.3051, 0.1660], [-0.4686, -3.1971, -0.4124], [-1.8878, -2.8318, 0.0242], [-2.1048, -1.3740, -0.0088], [-1.0964, -0.5168, 2.7410], [0.4411, -0.0932, 2.9270], [0.6864, -2.2579, 3.5734], [-0.7626, -2.6760, 2.6846], [2.0535, -2.3105, 1.5994], [1.0791, -3.7776, 1.6089], [1.3448, -2.3348, -0.4584], [-0.3946, -3.1131, -1.4979], [-0.2733, -4.2432, -0.1517], [-2.5989, -3.3671, -0.6086], [-2.0570, -3.1771, 1.0438], [-2.6043, -1.1030, -0.8490], [-2.7231, -1.1138, 0.7493], [-0.4808, 0.0227, -4.2306], [0.6905, 0.7334, -4.4113], [1.5564, 0.8883, -3.3431], [1.2468, 0.3387, -2.1020], [0.0793, -0.3223, -1.9296], [-0.7365, -0.4759, -2.9694], [2.2432, 0.5392, -0.9576], [3.5141, 1.0171, -1.2665], [4.4021, 1.3363, -0.2531], [4.0288, 1.1294, 1.0603], [2.7850, 0.5766, 1.2913], [1.9132, 0.2901, 0.3296], [-1.1890, -0.1280, -5.0321], [0.9330, 1.1705, -5.3703], [2.4475, 1.4724, -3.4959], [-1.6443, -1.0356, -2.7792], [3.8435, 1.1336, -2.2846], [5.3759, 1.7395, -0.4959], [4.6839, 1.3652, 1.8860], [2.4750, 0.3349, 2.3005], [-3.3694, 0.1432, 2.6429], [-2.8024, 1.5972, 1.8042], [-1.7144, 1.5192, 0.9429], [-1.3821, 2.7604, 0.4126], [0.0229, 2.7698, -0.6505], [-2.0261, 3.9672, 0.6434], [-1.4980, 5.4253, -0.0990], [-3.1209, 3.9651, 1.5021], [-3.9686, 5.4190, 1.8252], [-3.5083, 2.7652, 2.0965], [-4.8450, 2.7598, 3.1785]],
  "charge": 1,
  "spin_multiplicity": 6,
  "homo_lumo_gap_ha": [0.260, 0.271]
}

***

{
  "formula": "C20H21ClN2O2Pd",
  "method": "ωB97M-V with the def2-TZVPD basis set",
  "elements": ["C", "C", "H", "H", "H", "H", "H", "H", "C", "C", "C", "C", "H", "H", "H", "H", "N", "C", "C", "N", "C", "C", "C", "H", "H", "C", "H", "H", "Pd", "C", "H", "H", "H", "Cl", "C", "C", "C", "C", "C", "C", "C", "O", "O", "H", "H", "H", "H"],
  "coordinates": [[2.6221, 0.3098, -0.4649], [2.0048, 1.6184, -0.3780], [2.6036, -0.0639, 0.5321], [3.6130, 0.4110, -0.9659], [2.1123, -0.4079, -1.1854], [0.8529, 1.7524, -0.3831], [2.2643, 1.9771, 0.6156], [2.3919, 2.2221, -1.2270], [-0.2320, -2.9240, -0.7823], [-0.8891, -4.1396, -0.9911], [-2.2380, -4.1503, -1.3143], [-2.9271, -2.9498, -1.4204], [0.8329, -2.8112, -0.5161], [-0.2882, -5.0482, -0.8907], [-2.7357, -5.0943, -1.4751], [-3.9578, -2.9053, -1.6486], [-0.9254, -1.7702, -0.9195], [-2.2492, -1.7342, -1.2115], [-2.8662, -0.4093, -1.3149], [-2.0359, 0.6566, -1.0648], [-2.4211, 1.9412, -1.1320], [-4.6213, 1.1695, -1.7843], [-3.7431, 2.2373, -1.5159], [-1.6572, 2.6793, -0.8890], [-4.0126, 3.2704, -1.5917], [-4.1743, -0.1175, -1.6693], [-4.8314, -0.9682, -1.8551], [-5.6372, 1.4118, -2.0718], [-0.1245, 0.1192, -0.7852], [0.6111, 0.4486, -2.7484], [-0.0004, 1.2896, -3.0457], [0.3381, -0.4628, -3.2592], [1.6781, 0.6693, -2.7777], [5.5165, 2.0250, 3.6777], [3.9400, 1.4534, 3.3659], [2.8577, 2.3665, 3.2963], [1.5805, 1.8989, 3.0018], [1.3503, 0.5356, 2.7611], [2.3959, -0.3603, 2.8881], [3.7086, 0.0952, 3.1707], [-0.0564, 0.0536, 2.5604], [-0.6455, -0.1658, 3.5713], [-0.5666, -0.1064, 1.3786], [3.0539, 3.4283, 3.4739], [0.7433, 2.5926, 2.9767], [2.2181, -1.4328, 2.7686], [4.5459, -0.6109, 3.2403]],
  "charge": 0,
  "spin_multiplicity": 3,
  "homo_lumo_gap_ha": [0.201, 0.250]
}

***

Here are the calculated max |F| numbers, same order: 0.96, 16.74, 4.97, 1.05, 1.89, 2.70, 3.48, 3.16 (eV/A).